Density functional theory data (wB97M-V/def2-TZVPD) for a structure of composition C34H31AsIN3O3SSn.

Summary:
**LUMO (spin up / spin down)**: -8.855 / -8.861 eV
**HOMO level (spin up / spin down)**: -12.7 / -12.7 eV
**Total charge**: +2

CARTESIAN COORDINATES (ANGSTROEM)
Sn 0.6543 -0.6999 0.3282
C 3.4750 -0.7772 -3.3749
C 2.5001 -1.8953 -3.3960
N 2.2640 -2.5775 -4.4636
C 1.4719 -3.6229 -4.5203
C 0.8518 -4.1274 -3.3867
C -0.0528 -5.3203 -3.5673
O -0.0912 -5.6593 -4.9238
C 0.9998 -3.4120 -2.1753
C 0.3084 -3.8467 -0.9909
N 0.0851 -3.1363 0.0605
C -0.6639 -3.6510 1.1197
C -1.8278 -4.3915 0.8898
C -2.6307 -4.8097 1.9345
C -2.3078 -4.4799 3.2399
C -1.1602 -3.7474 3.4941
C -0.3472 -3.3565 2.4487
I 1.4423 -2.3108 2.9349
C 1.8320 -2.2536 -2.1589
O 2.1272 -1.5654 -1.1301
H 3.8600 -0.5803 -4.3695
H 2.9936 0.1184 -2.9804
H 4.3016 -1.0193 -2.7096
H 1.2893 -4.0566 -5.4914
H 0.3377 -6.1566 -2.9653
H -1.0594 -5.0732 -3.1952
H -0.6526 -6.4293 -5.0588
H -0.0249 -4.8880 -0.9946
H -2.1219 -4.6079 -0.1277
H -3.5161 -5.3887 1.7259
H -2.9403 -4.7818 4.0588
H -0.8917 -3.4916 4.5063
S -0.8975 0.3236 -1.6354
C -0.4284 1.9538 -2.0421
C -0.8279 2.4222 -3.3007
C -0.6104 3.7310 -3.6649
C 0.0422 4.5990 -2.7933
C 0.5096 4.1318 -1.5801
C 0.2546 2.8245 -1.1649
As 0.9296 2.2522 0.5615
C -0.4980 2.4576 1.8484
C -0.3134 1.8920 3.1083
C -1.2959 2.0156 4.0711
C -2.4680 2.6922 3.7716
C -2.6597 3.2428 2.5147
C -1.6831 3.1135 1.5418
C 2.3245 3.5243 1.0254
C 3.4800 3.4754 0.2462
C 4.5502 4.2966 0.5423
C 4.4759 5.1547 1.6288
C 3.3264 5.2072 2.4019
C 2.2516 4.3803 2.1204
H -1.3131 1.7349 -3.9784
H -0.9399 4.0822 -4.6293
H 0.1780 5.6350 -3.0613
H 1.0386 4.8059 -0.9148
H 0.6115 1.3629 3.3268
H -1.1485 1.5956 5.0544
H -3.2363 2.7880 4.5205
H -3.5642 3.7912 2.2950
H -1.8251 3.5398 0.5541
H 3.5309 2.7804 -0.5869
H 5.4471 4.2550 -0.0538
H 5.3253 5.7698 1.8830
H 3.2773 5.8902 3.2364
H 1.3600 4.4161 2.7344
C -3.5434 -0.8315 2.7435
C -2.7368 -0.4423 1.5437
N -3.3987 0.0821 0.5249
O -1.5111 -0.6223 1.5325
H -4.4004 -0.1800 2.8780
H -2.9091 -0.8109 3.6233
H -3.9006 -1.8496 2.5972
H -4.3975 0.2073 0.5520
H -2.9119 0.3050 -0.3374

Cartesian forces (eV/Å) of the 6 atoms listed first:
Sn -0.6143 -0.2955 -2.3051
C 0.0286 0.1833 -0.0591
C -0.6158 -0.2268 1.3336
N 1.1300 0.9249 -1.3758
C -0.8229 -0.7885 0.7099
C -0.1458 0.1371 -0.6550

Quick look at the Mulliken charges, all values in e: 1.311, -1.170, 0.800, -0.546, -0.628, 0.227, -0.849, -0.509, -0.391, -0.277, 0.145, 0.282, -0.222, -0.809, -0.797, -0.337, -0.037, 0.130, 0.887, -0.964, 0.389, 0.124, 0.328, 0.531, 0.374, 0.357, 0.322, 0.852, 0.593, 0.419, 0.453, 0.468, -0.461, 0.925, -0.807, -0.589, -0.823, -0.255, -0.284, 0.754, 0.381, -0.133, -0.934, -0.551, -0.794, -0.321, -0.006, -0.356, -0.729, -0.440, -0.692, -0.116, 0.487, 0.428, 0.448, 0.487, 0.494, 0.484, 0.458, 0.449, 0.486, 0.462, 0.426, 0.411, 0.427, 0.426, -1.407, 0.467, -0.138, 0.120, 0.519, 0.267, 0.324, 0.252, 0.001

***

Density functional theory data (wB97M-V/def2-TZVPD) for a structure of composition C34H31AuN4P2STe.

Summary:
**LUMO**: -0.002 eV
**Energy relative to the best compared isomer or geometry (same formula, charge and spin)**: 157.1 kJ/mol
**HOMO level**: -7.0 eV

CARTESIAN COORDINATES (ANGSTROEM)
Au -0.3055 0.3704 1.6457
Te 1.8244 -3.3071 0.8032
C 1.0106 -2.9307 2.7391
C 0.1191 -3.8252 3.3196
C -0.3986 -3.5455 4.5769
N -0.0861 -2.4603 5.2793
C 0.7935 -1.6230 4.7363
C 1.3686 -1.8099 3.4870
C 1.0690 -1.6364 -0.4229
P -0.6350 -1.5426 0.1690
C -1.7233 -0.5804 -0.9743
C -3.0172 -0.4071 -0.4685
C -3.9877 0.2511 -1.1997
C -3.6662 0.7781 -2.4438
C -2.3862 0.6211 -2.9496
C -1.4233 -0.0770 -2.2301
C -1.3437 -3.1755 -0.2939
C -1.1582 -3.5772 -1.6168
C -1.6116 -4.8149 -2.0376
C -2.2577 -5.6590 -1.1418
C -2.4634 -5.2525 0.1662
C -2.0104 -4.0101 0.5915
P 1.7820 -0.1335 0.2903
C 1.6450 1.1171 -1.0575
C 1.2986 2.4319 -0.7721
C 1.2276 3.3820 -1.7826
C 1.5035 3.0199 -3.0913
C 1.8592 1.7091 -3.3857
C 1.9367 0.7664 -2.3742
C 3.6091 -0.3261 0.1602
C 4.4348 0.4921 0.9234
C 5.8154 0.3893 0.8227
C 6.3796 -0.5380 -0.0383
C 5.5607 -1.3598 -0.8013
C 4.1826 -1.2552 -0.7047
H -0.1678 -4.7271 2.7937
H -1.0965 -4.2259 5.0545
H 1.0681 -0.7729 5.3547
H 2.1216 -1.1260 3.1268
H -3.2447 -0.8122 0.5125
H -4.9866 0.3653 -0.7971
H -4.4184 1.3052 -3.0198
H -2.1321 1.0404 -3.9164
H -0.4471 -0.2317 -2.6601
H -0.6432 -2.9148 -2.2996
H -1.4654 -5.1249 -3.0647
H -2.6019 -6.6313 -1.4710
H -2.9777 -5.9078 0.8584
H -2.1684 -3.6889 1.6141
H 1.0833 2.7056 0.2540
H 0.9585 4.4046 -1.5438
H 1.4522 3.7576 -3.8825
H 2.0641 1.4221 -4.4100
H 2.2032 -0.2605 -2.5934
H 3.9913 1.2121 1.6031
H 6.4520 1.0324 1.4176
H 7.4560 -0.6206 -0.1199
H 5.9999 -2.0855 -1.4744
H 3.5468 -1.8933 -1.3037
C -4.1957 4.9956 -0.5230
C -2.7949 4.5298 -0.9343
C -2.0275 3.9670 0.2095
N -1.9602 2.7353 0.5387
N -1.1621 2.4855 1.6121
C -0.6033 3.5556 2.1092
N 0.2320 3.5498 3.1672
S -1.0618 5.0067 1.2731
H -4.7104 5.4329 -1.3781
H -4.1430 5.7530 0.2608
H -4.7788 4.1539 -0.1506
H -2.2362 5.3701 -1.3514
H -2.8673 3.7525 -1.6928
H 0.5202 2.6556 3.5326
H 0.7956 4.3531 3.3702

Cartesian forces (eV/Å) of the 6 atoms listed first:
Au -0.1830 0.2437 0.1358
Te -0.1114 0.3786 -0.4506
C 0.0990 0.0642 0.0612
C 0.0348 0.0235 -0.1291
C 0.0043 0.0056 0.0839
N -0.0445 -0.0237 0.0416

Quick look at the Mulliken charges, all values in e: -0.279, 0.274, 0.201, -0.288, -0.451, -0.645, -0.497, -0.166, -0.539, 0.657, 1.217, -0.679, -0.583, -0.633, -0.670, -0.394, 0.623, -0.820, -0.726, -0.455, -0.637, -0.355, -0.136, 1.015, -0.390, -0.534, -0.650, -0.542, -0.568, 0.757, -0.500, -0.645, -0.463, -0.837, -0.430, 0.505, 0.366, 0.380, 0.541, 0.369, 0.411, 0.415, 0.430, 0.391, 0.331, 0.412, 0.385, 0.406, 0.515, 0.497, 0.470, 0.405, 0.413, 0.284, 0.347, 0.398, 0.376, 0.407, 0.393, -1.177, -0.219, 0.210, 0.021, -0.548, 0.371, -0.354, -0.214, 0.376, 0.335, 0.314, 0.371, 0.026, 0.192, 0.216

***

Density functional theory data (wB97M-V/def2-TZVPD) for a structure of composition C34H31Cl3FeN6O13P2S2.

Summary:
**LUMO (spin up / spin down)**: 3.249 / 3.249 eV
**Energy relative to the best compared isomer or geometry (same formula, charge and spin)**: 39.0 kJ/mol
**2S+1**: 5
**HOMO level (spin up / spin down)**: -3.3 / -3.3 eV
**Total charge**: -2

CARTESIAN COORDINATES (ANGSTROEM)
Fe 1.6701 -0.9478 0.4308
O -0.8269 -2.0176 7.2428
C 0.2606 -1.4832 7.0004
O 1.1107 -1.0200 7.7660
C 0.6342 -1.4171 5.4706
C 1.6713 -0.6318 5.0080
C 1.9599 -0.6151 3.6331
N 1.3599 -1.4592 2.7946
C 0.3412 -2.2085 3.2275
C -0.0740 -2.1876 4.5550
C -0.2378 -3.1093 2.2238
C -1.4073 -3.8457 2.4492
C -1.8267 -4.7514 1.4953
C -1.0797 -4.9006 0.3350
C 0.0406 -4.0983 0.1755
N 0.4463 -3.2274 1.0801
C 3.0126 0.2312 3.0414
C 3.5984 1.2999 3.7258
C 4.5862 2.0355 3.1056
C 4.9632 1.7017 1.8108
C 4.3214 0.6423 1.2005
N 3.3974 -0.0937 1.8031
H 2.2179 -0.0298 5.7172
H -0.9138 -2.7593 4.9187
H -1.9699 -3.7063 3.3588
H -2.7103 -5.3528 1.6655
H -1.3699 -5.6122 -0.4242
H 0.6610 -4.1814 -0.7058
H 3.2413 1.5702 4.7063
H 5.0539 2.8633 3.6226
H 5.7189 2.2694 1.2860
H 4.5462 0.3556 0.1817
N 3.1745 -2.7029 -4.6140
C 3.5945 -2.0664 -3.3713
C 5.0032 -1.5176 -3.3619
P 3.2723 -3.2541 -2.0152
O 4.6311 -4.1558 -1.9202
O 2.2492 -4.2825 -2.6693
O 2.8902 -2.8151 -0.6631
P 2.4460 -0.6385 -2.9885
O 1.0498 -1.4778 -2.8850
O 2.4630 0.2423 -4.1795
O 2.7965 -0.1590 -1.6175
H 3.9737 -2.9584 -5.1866
H 2.6196 -2.0213 -5.1272
H 2.2224 -4.0470 -3.6149
H 5.7535 -2.2855 -3.5654
H 5.1928 -1.0865 -2.3805
H 5.0652 -0.7182 -4.1032
H 5.0024 -4.0152 -1.0514
H 0.7375 -1.3801 -1.9763
Cl -8.8733 4.9835 -1.2158
C -7.3313 4.1988 -1.1924
C -6.4742 4.3926 -0.1137
C -5.2534 3.7495 -0.1137
C -4.8702 2.9145 -1.1603
C -3.5364 2.2035 -1.0757
C -3.7679 0.8634 -0.3370
N -2.7073 -0.0733 -0.5562
C -2.7587 -1.1546 -1.3920
C -1.5362 -1.7484 -1.3104
N -0.7418 -1.0419 -0.4557
C -1.4724 -0.0453 -0.0114
O -2.6236 2.9273 -0.3021
C -1.8928 3.9446 -0.9568
C -0.7680 3.4115 -1.7912
C -0.7993 3.1564 -3.1302
Cl -2.0873 3.5193 -4.2032
S 0.6588 2.4241 -3.7260
C 1.3337 2.5050 -2.1500
C 0.4916 3.0476 -1.2433
C -5.7644 2.7243 -2.2152
Cl -5.3622 1.6521 -3.5082
C -6.9916 3.3630 -2.2446
H -6.7685 5.0326 0.7022
H -4.5610 3.8761 0.7046
H -3.1453 1.9967 -2.0818
H -4.7080 0.4105 -0.6694
H -3.8197 1.1008 0.7279
H -3.6386 -1.3878 -1.9597
H -1.1810 -2.6299 -1.8055
H -1.1300 0.7325 0.6545
H -1.4693 4.5211 -0.1339
H -2.5758 4.5652 -1.5571
H 2.3074 2.0924 -1.9952
H 0.7241 3.1455 -0.1992
H -7.6720 3.2087 -3.0658
O 1.9667 2.8663 1.6928
S 0.8537 1.9239 1.7226
O -0.4264 2.5716 1.4373
O 1.0798 0.8840 0.6216
O 0.7579 1.1988 2.9986

Cartesian forces (eV/Å) of the 6 atoms listed first:
Fe 0.2096 -0.1172 0.9597
O -0.7362 -0.3735 0.0980
C 0.3078 0.0106 -0.9128
O 0.5532 0.3703 0.4165
C -0.0701 0.0203 0.4397
C 0.0136 -0.0774 -0.4306

Quick look at the Mulliken charges, all values in e: 1.371, -0.740, 0.411, -0.734, -0.590, -0.999, 1.054, 0.028, 0.703, -0.935, 0.135, -0.781, -0.587, -0.778, -0.238, 0.369, 0.673, -1.061, -0.570, -0.890, -0.092, 0.074, 0.470, 0.460, 0.413, 0.403, 0.440, 0.442, 0.360, 0.371, 0.401, 0.443, -0.745, 1.033, -1.844, 0.551, -0.642, -0.607, -0.677, 0.779, -0.611, -0.833, -0.456, 0.219, 0.285, 0.448, 0.463, 0.255, 0.441, 0.332, 0.056, -0.243, 0.471, -1.004, -0.138, -0.530, 0.462, -1.398, 0.381, -1.219, -0.483, 0.982, -1.445, -0.135, -1.295, -0.064, 1.008, -0.277, -0.159, -0.624, -0.843, 0.879, -0.216, -0.822, 0.408, 0.487, 0.459, 0.399, 0.310, 0.419, 0.617, 0.731, 0.441, 0.484, 0.754, 0.677, 0.437, -0.763, 1.509, -0.523, 0.103, -0.710

***

- Number 1 is which compound?
  C34H31AsIN3O3SSn